1.
The following is a quantum chemistry calculation of C4H17N2OOs as an isolated structure at a distorted geometry, from the Open Molecules 2025 dataset.

Its expectation value of S² is 6.012. The spin multiplicity is 5. As for the calculated total energy: -11908.7848 eV. For the lowest unoccupied orbital energy (spin up / spin down), the calculation gives -3.48 / -5.19 eV. As for the net charge: +1. Its energy above the lowest of the compared OMol25 structures with the same formula, charge and spin is 8.4 kcal per mole. The HOMO energy (spin up / spin down) comes out at -11.20 / -13.76 eV. For the frontier orbital gap (spin up / spin down), the calculation gives 7.7 / 8.6 eV.

Each line ends with the natural charge from an NBO analysis.
Element x y z (Å)
C -1.61 0.75 -1.58  -0.96
Os 0.09 -0.17 -0.99  1.44
N 1.98 -1.14 -0.61  -1.07
N -0.11 -1.44 -2.58  -1.07
H 1.84 -1.83 0.13  0.43
H 0.59 1.12 -1.88  -0.19
H -1.77 1.75 -1.15  0.26
H -2.45 0.13 -1.22  0.24
H -1.73 0.83 -2.67  0.22
H -0.13 -2.43 -2.34  0.42
H 0.65 -1.31 -3.26  0.42
H -0.96 -1.28 -3.13  0.43
H 2.42 -1.61 -1.40  0.41
H 2.68 -0.47 -0.27  0.43
C -0.23 1.71 1.32  -0.64
C 0.21 0.33 1.76  0.07
C -0.29 -0.11 3.14  -0.62
O -0.22 -0.68 0.85  -0.71
H -1.31 1.84 1.50  0.23
H -0.02 1.88 0.24  0.21
H 0.30 2.47 1.90  0.24
H 1.31 0.32 1.80  0.15
H -1.38 -0.05 3.19  0.22
H 0.02 -1.13 3.34  0.22
H 0.14 0.54 3.91  0.22

---

2.
The following is a quantum chemistry calculation of one molecule with the formula C3H4N2 at a distorted geometry, from the Open Molecules 2025 dataset.

The spin multiplicity is 1. As for the calculated total energy: -6152.0752 eV. For the lowest unoccupied orbital energy, the calculation gives 0.44 eV. Its structure (SMILES) is N#C/C=C\N. Its energy above the lowest of the compared OMol25 structures with the same formula, charge and spin is 88.2 kcal per mole. The HOMO energy comes out at -8.28 eV. For the frontier orbital gap, the calculation gives 8.7 eV.

Each line ends with the natural charge from an NBO analysis.
Element x y z (Å)
N 1.16 -1.10 -1.69  -0.47
C 1.30 -0.89 -0.33  0.26
C 0.70 -0.56 0.76  -0.55
C -0.44 0.18 0.49  0.17
N -0.85 0.67 -0.63  -0.73
H 1.16 -0.57 1.83  0.25
H -1.03 0.44 1.44  0.20
H -1.67 1.37 -0.47  0.43
H -0.32 0.44 -1.39  0.43

---

3.
The following is a quantum chemistry calculation of one molecule with the formula C6H9OPS at a distorted geometry, from the Open Molecules 2025 dataset.

The spin multiplicity is 1. As for the calculated total energy: -28537.7650 eV. For the lowest unoccupied orbital energy, the calculation gives 0.63 eV. Its structure (SMILES) is C#C[C@H]1CC[P@@](C)(=S)O1. Its energy above the lowest of the compared OMol25 structures with the same formula, charge and spin is 22.1 kcal per mole. The HOMO energy comes out at -8.65 eV. For the frontier orbital gap, the calculation gives 9.3 eV.

Each line ends with the natural charge from an NBO analysis.
Element x y z (Å)
C -2.88 1.41 -1.44  -0.22
C -1.79 0.92 -1.39  0.05
C -0.57 0.21 -1.12  -0.02
C 0.36 1.22 -0.36  -0.42
C 0.36 0.76 1.09  -0.71
P 0.05 -1.13 1.01  1.56
C 1.68 -1.82 0.52  -1.00
S -1.01 -2.16 2.32  -0.55
O -0.77 -0.92 -0.32  -0.80
H -3.76 1.88 -1.45  0.22
H 0.12 0.03 -1.94  0.21
H 0.01 2.31 -0.43  0.24
H 1.36 1.26 -0.72  0.21
H 1.34 0.75 1.51  0.23
H -0.43 1.04 1.65  0.24
H 2.19 -0.92 0.14  0.23
H 2.17 -2.40 1.30  0.27
H 1.58 -2.44 -0.37  0.26

---

4.
The following is a quantum chemistry calculation of a 7-piece molecular cluster, C39H76O14S6 overall at a distorted geometry, from the Open Molecules 2025 dataset.

The spin multiplicity is 1. As for the calculated total energy: -135345.8356 eV. For the lowest unoccupied orbital energy, the calculation gives 0.15 eV. Its structure (SMILES) is C=CCCOC(=O)CCCCCCCCCC.O=S1(=O)CCCC1.O=S1(=O)CCCC1.O=S1(=O)CCCC1.O=S1(=O)CCCC1.O=S1(=O)CCCC1.O=S1(=O)CCCC1. Its energy above the lowest of the compared OMol25 structures with the same formula, charge and spin is 0.0 kcal per mole. The HOMO energy comes out at -8.57 eV. For the frontier orbital gap, the calculation gives 8.7 eV.

Each line ends with the Mulliken charge.
Element x y z (Å)
C 2.09 2.05 2.45  -0.61
C 0.97 1.54 3.19  -0.36
C -0.40 1.24 2.38  0.98
C -0.80 -0.31 2.42  -0.21
O -1.77 -0.72 1.42  -0.38
C -1.11 -1.20 0.23  -0.04
O -1.04 -2.42 0.05  -0.60
C -0.51 -0.08 -0.73  1.58
C -0.11 -0.58 -2.19  -0.85
C 0.22 0.75 -3.06  0.47
C 1.77 1.15 -3.05  -0.34
C 2.16 2.37 -2.09  0.47
C 1.26 3.69 -2.29  -0.78
C 0.72 4.31 -0.89  -0.78
C -0.80 3.93 -0.56  0.36
C -1.85 4.36 -1.69  -0.05
C -3.30 3.82 -1.20  -0.90
H 2.42 1.54 1.49  0.12
H 2.70 2.92 2.86  0.26
H 1.06 1.39 4.31  0.37
H -0.24 1.67 1.34  -1.05
H -1.18 1.92 2.88  0.42
H 0.12 -0.99 2.31  -0.04
H -1.29 -0.49 3.44  0.37
H -1.28 0.75 -0.83  -0.41
H 0.47 0.28 -0.22  -0.21
H -0.98 -1.16 -2.66  0.34
H 0.79 -1.29 -2.17  0.18
H -0.03 0.47 -4.15  0.32
H -0.49 1.57 -2.72  -0.58
H 2.09 1.35 -4.13  0.44
H 2.34 0.22 -2.66  -0.43
H 2.17 2.07 -0.98  -0.49
H 3.24 2.67 -2.33  0.30
H 1.93 4.51 -2.73  0.39
H 0.43 3.51 -3.05  0.39
H 0.83 5.44 -0.91  0.39
H 1.35 3.93 0.00  0.16
H -1.17 4.42 0.41  0.58
H -0.87 2.80 -0.39  -0.83
H -1.65 3.85 -2.69  0.06
H -1.92 5.50 -1.81  0.34
H -4.14 4.16 -1.91  0.19
H -3.53 4.23 -0.15  0.41
H -3.30 2.68 -1.11  0.02
O -4.83 1.32 -2.21  -0.73
S -4.17 1.37 -3.49  1.23
O -2.75 1.62 -3.62  -0.59
C -4.58 -0.11 -4.40  -0.82
C -5.86 0.25 -5.14  -0.56
C -5.65 1.67 -5.68  -0.65
C -5.06 2.51 -4.55  -0.77
H -4.70 -0.94 -3.71  0.45
H -3.77 -0.31 -5.10  0.34
H -6.08 -0.46 -5.94  0.36
H -6.71 0.25 -4.45  0.28
H -4.94 1.63 -6.52  0.30
H -6.57 2.10 -6.06  0.32
H -4.37 3.27 -4.92  0.36
H -5.84 2.98 -3.95  0.40
O 4.97 -2.59 2.43  -0.65
S 4.36 -2.19 3.68  1.18
O 4.82 -1.04 4.43  -0.70
C 2.60 -2.04 3.43  -0.34
C 2.06 -3.44 3.71  -0.48
C 2.80 -3.92 4.96  -0.65
C 4.29 -3.61 4.77  -0.70
H 2.40 -1.70 2.41  0.31
H 2.22 -1.32 4.15  0.22
H 0.98 -3.43 3.86  0.19
H 2.28 -4.11 2.87  0.34
H 2.42 -3.39 5.84  0.29
H 2.64 -4.99 5.14  0.37
H 4.78 -3.37 5.71  0.35
H 4.81 -4.44 4.27  0.36
O -3.72 -4.15 5.97  -0.69
S -3.06 -4.08 4.69  1.07
O -1.64 -3.82 4.57  -0.56
C -3.46 -5.55 3.76  -0.80
C -4.74 -5.19 3.02  -0.59
C -4.54 -3.77 2.50  -0.38
C -3.96 -2.94 3.65  0.22
H -3.57 -6.39 4.44  0.44
H -2.64 -5.73 3.06  0.37
H -4.95 -5.89 2.21  0.43
H -5.59 -5.21 3.71  0.22
H -3.83 -3.79 1.66  0.31
H -5.47 -3.34 2.13  0.02
H -3.28 -2.17 3.28  -0.40
H -4.75 -2.48 4.24  0.33
O 6.35 -1.57 -4.28  -0.69
S 6.53 -2.03 -2.92  1.23
O 7.44 -3.09 -2.58  -0.70
C 6.87 -0.62 -1.89  -0.61
C 5.50 -0.12 -1.46  -0.36
C 4.70 -1.38 -1.11  -0.21
C 4.92 -2.39 -2.24  -0.85
H 7.44 0.12 -2.45  0.21
H 7.45 -0.97 -1.03  0.34
H 5.57 0.56 -0.61  0.45
H 5.01 0.41 -2.28  0.08
H 5.06 -1.80 -0.17  0.35
H 3.63 -1.16 -0.98  0.03
H 4.90 -3.42 -1.87  0.41
H 4.18 -2.27 -3.03  0.34
O -7.32 -2.71 3.91  -0.62
S -8.17 -2.86 2.75  1.20
O -8.04 -3.97 1.84  -0.69
C -9.87 -2.74 3.28  -0.81
C -10.18 -1.25 3.22  -0.56
C -9.55 -0.75 1.91  -0.67
C -8.14 -1.32 1.83  -0.63
H -9.98 -3.15 4.28  0.40
H -10.48 -3.30 2.57  0.36
H -11.25 -1.06 3.25  0.36
H -9.72 -0.73 4.06  0.29
H -10.15 -1.11 1.06  0.29
H -9.54 0.34 1.86  0.32
H -7.84 -1.53 0.80  0.39
H -7.41 -0.66 2.30  0.38
O 8.87 1.41 -1.36  -0.66
S 8.40 2.76 -1.54  1.24
O 7.04 3.15 -1.23  -0.70
C 9.52 3.87 -0.70  -0.78
C 10.59 4.19 -1.74  -0.55
C 9.83 4.42 -3.05  -0.64
C 8.81 3.29 -3.20  -0.68
H 9.93 3.38 0.19  0.40
H 8.96 4.76 -0.42  0.35
H 11.18 5.06 -1.45  0.35
H 11.27 3.34 -1.85  0.28
H 9.31 5.38 -3.00  0.30
H 10.50 4.46 -3.90  0.33
H 7.91 3.63 -3.70  0.40
H 9.24 2.44 -3.73  0.38